1.
ORCA calculation (ωB97M-V/def2-TZVPD) on 2 unconnected molecules or ions with the total composition C5H15NO in a non-equilibrium geometry.

The geometry in XYZ format:
```
22
Properties=species:S:1:pos:R:3:lowdin_charge:R:1
C 0.44801 -0.75683 -0.96254 -0.479
C 0.67385 -2.17896 -0.44930 -0.069
C 1.09880 -0.53227 -2.32216 -0.063
N 0.94799 0.25265 -0.01482 0.029
H -0.63076 -0.57731 -1.04537 0.140
H 1.96276 0.27524 -0.00924 0.115
H 0.56995 0.06750 0.95270 0.081
H 0.18795 -2.32440 0.51471 0.070
H 0.65774 -1.19233 -3.06606 0.080
H 0.95283 0.49689 -2.64516 0.082
H 0.26292 -2.90153 -1.15016 0.077
H 1.73884 -2.38161 -0.33526 0.079
H 2.16914 -0.73514 -2.27222 0.079
C -1.56615 1.96774 1.01753 -0.345
C -1.18131 0.76801 2.17586 -0.081
O -0.59018 2.33780 0.15912 -0.188
H 0.13085 1.47747 -0.06154 0.077
H -1.87253 2.83113 1.61943 0.091
H -2.44449 1.53515 0.51166 0.089
H -0.30438 0.99503 2.78519 0.056
H -1.17945 -0.23372 1.74375 0.033
H -2.03239 0.80949 2.85387 0.049
```

Computed properties:
Total charge: 0
HOMO-LUMO gap in eV: 9.7
LUMO level in eV: 0.9
Energy in eV: -8964.960
HOMO level in eV: -8.8
SMILES: CC(C)N.CCO

***

2.
ORCA calculation (ωB97M-V/def2-TZVPD) on 4 unconnected molecules or ions with the total composition C2H11NO4 in a non-equilibrium geometry.

The geometry in XYZ format:
```
18
Properties=species:S:1:pos:R:3:lowdin_charge:R:1
C -0.51587 1.26714 -1.59410 -0.048
C -0.08193 1.87423 -0.37226 -0.605
N 0.79555 1.07570 0.41433 0.120
O -0.64782 2.86383 0.10865 0.022
H -0.33880 0.11096 -1.84545 0.121
H -0.27118 1.91952 -2.43317 0.083
H -1.63465 1.34682 -1.55923 0.105
H 0.82402 1.47864 1.39389 0.128
H 1.46811 0.41165 0.01745 0.084
H -0.27843 -3.45523 -0.76105 0.054
H 0.58635 -2.09861 -0.70315 0.010
O -0.13718 -2.59490 -0.30714 -0.080
H 3.84844 -0.95862 0.91935 0.078
H 3.92929 -2.42121 1.57286 0.109
O 3.38174 -1.88926 0.82264 -0.179
H -3.08661 0.07294 1.04911 0.002
H -3.92755 0.46213 2.15179 0.088
O -3.91349 0.53427 1.12548 -0.091
```

Computed properties:
Total charge: 0
HOMO-LUMO gap in eV: 10.1
LUMO level in eV: 0.2
Energy in eV: -11931.549
HOMO level in eV: -9.9
SMILES: CC(N)=O.O.O.O

***

3.
ORCA calculation (ωB97M-V/def2-TZVPD) on C4H9N3S in the gas phase in a non-equilibrium geometry.

The geometry in XYZ format:
```
17
Properties=species:S:1:pos:R:3:lowdin_charge:R:1
C -3.28931 0.24829 0.02881 -0.460
C 0.53569 -0.18148 -0.23613 -0.498
C 1.63875 0.76150 -0.30547 -0.146
C 1.43096 1.99500 0.15132 0.016
H -4.20867 -0.36198 0.35233 0.038
H -3.47079 0.63755 -1.03492 0.041
H -3.20380 1.16303 0.77155 0.074
H 0.05991 -2.12217 0.08946 0.040
H 2.23928 -1.47037 1.15306 0.123
H 2.82206 -2.01245 -0.42131 0.044
H 2.62718 0.54419 -0.72410 0.103
H 0.36281 2.26125 0.45676 0.086
H 2.17763 2.79415 0.01508 0.064
N -0.68397 0.26932 -0.16307 -0.243
N 0.81289 -1.56169 -0.29413 -0.072
N 2.08894 -2.00851 0.22852 0.003
S -1.93957 -0.95563 -0.06776 0.786
```

Computed properties:
Total charge: 0
HOMO-LUMO gap in eV: 8.7
LUMO level in eV: 0.7
Energy in eV: -19596.804
HOMO level in eV: -8.0
SMILES: C=C/C(=N/SC)NN

***

4.
ORCA calculation (ωB97M-V/def2-TZVPD) on 6 unconnected molecules or ions with the total composition C34H60BBr2F3O17P.

The geometry in XYZ format:
```
118
Properties=species:S:1:pos:R:3:lowdin_charge:R:1
C 7.53234 1.64222 -2.23930 -0.113
C 7.96045 0.88177 -3.49321 -0.256
C 7.23949 1.28795 -4.80158 -0.215
C 5.90960 2.02228 -4.62958 -0.228
C 4.77718 1.11623 -4.12042 -0.276
C 3.80431 1.82958 -3.18942 -0.325
P 2.00973 1.06569 -3.29754 0.602
C 2.14193 0.47838 -1.39241 -0.303
C 3.05256 -0.72134 -1.28384 -0.363
O 2.47744 -1.93374 -1.75500 -0.007
C 3.49588 -0.97107 0.14720 -0.566
F 4.21421 -2.10151 0.29608 0.130
F 4.26673 0.03876 0.60920 0.122
F 2.44637 -1.08040 1.00531 0.099
B 0.25720 0.19163 -3.66558 -0.552
O -0.84498 0.15732 -2.78891 0.032
C 0.11192 -0.55380 -5.05003 -0.212
C -0.92502 -1.67405 -5.10993 -0.127
C 1.22121 2.91905 -2.81388 -0.693
Br 0.40806 3.04829 -0.99129 0.647
C 0.26585 3.72066 -3.74156 -0.785
C -1.22980 3.63797 -3.46158 -0.230
Br 0.51858 3.36249 -5.67131 0.670
H 8.10084 1.29672 -1.37199 0.067
H 7.70848 2.71650 -2.34038 0.068
H 6.47093 1.50792 -2.02501 0.055
H 7.83693 -0.19078 -3.32016 0.096
H 9.03666 1.03657 -3.62185 0.091
H 7.03526 0.38036 -5.38035 0.103
H 7.91920 1.88843 -5.41452 0.096
H 6.02287 2.87211 -3.95368 0.074
H 5.62961 2.45579 -5.59227 0.107
H 5.21428 0.24722 -3.61222 0.094
H 4.20060 0.72714 -4.97046 0.092
H 3.73874 2.87278 -3.51213 0.057
H 4.18700 1.82178 -2.16022 0.068
H 2.05081 1.44475 -4.70620 -0.041
H 2.60858 -0.23254 -3.71026 0.011
H 2.55312 1.28636 -0.78941 0.041
H 1.17494 0.20734 -0.94402 0.054
H 3.98319 -0.55027 -1.84177 0.138
H 1.52712 -1.78106 -1.80617 0.084
H -0.75176 -0.34950 -1.97888 0.084
H 1.11082 -0.93860 -5.28604 0.088
H -0.09552 0.19620 -5.82484 0.085
H -0.81677 -2.28904 -6.00798 0.063
H -1.94537 -1.28369 -5.11023 0.040
H -0.85101 -2.34280 -4.24586 0.067
H 2.08207 3.55746 -2.64702 0.006
H 0.57539 4.76230 -3.68508 0.063
H -1.47333 4.29434 -2.62785 0.045
H -1.53853 2.61932 -3.22497 0.051
H -1.79919 3.96903 -4.32827 0.045
C 1.97418 -0.24418 4.01281 -0.015
C 1.13783 -1.16113 4.85813 -0.312
C -0.36534 -1.02492 4.68429 -0.082
O -0.86105 -1.36866 5.98553 0.038
C 0.11744 -1.12735 6.89068 -0.575
O -0.04406 -1.15229 8.07044 0.151
O 1.27934 -0.86311 6.26859 0.087
H 3.03464 -0.46549 4.11758 0.093
H 1.70778 -0.37042 2.96505 0.074
H 1.80618 0.79406 4.30158 0.097
H 1.43994 -2.20384 4.72758 0.158
H -0.79193 -1.70031 3.94855 0.139
H -0.65282 0.00429 4.45805 0.141
C -4.05622 0.19757 -3.60259 -0.014
C -4.92022 1.40104 -3.86019 -0.316
C -6.06377 1.20336 -4.84016 -0.099
O -6.18055 2.49018 -5.45225 0.052
C -4.97908 3.12227 -5.34287 -0.562
O -4.70868 4.14040 -5.89156 0.164
O -4.16371 2.42694 -4.52859 0.080
H -3.29854 0.40462 -2.85053 0.075
H -4.67727 -0.63505 -3.26501 0.095
H -3.53852 -0.09023 -4.51695 0.077
H -5.28810 1.83433 -2.92508 0.158
H -7.01049 0.93987 -4.37617 0.133
H -5.80341 0.46862 -5.60701 0.137
C -3.35327 -2.96074 7.85353 -0.013
C -4.72613 -3.36894 7.39740 -0.310
C -4.81005 -4.70735 6.68858 -0.089
O -5.89800 -4.51084 5.77607 0.048
C -6.01039 -3.18337 5.53025 -0.573
O -6.71330 -2.71491 4.69120 0.153
O -5.22319 -2.48151 6.36698 0.088
H -3.38250 -2.03797 8.42980 0.092
H -2.93179 -3.74369 8.48569 0.097
H -2.69680 -2.79894 6.99945 0.076
H -5.44861 -3.33329 8.21759 0.158
H -5.04193 -5.53893 7.34431 0.114
H -3.90295 -4.91383 6.11417 0.140
C 5.71247 5.86837 -0.76690 -0.018
C 5.89555 6.31861 -2.19247 -0.330
C 4.93705 7.39555 -2.67617 -0.098
O 4.78775 7.08391 -4.06154 0.059
C 5.04126 5.75716 -4.22710 -0.554
O 4.80082 5.12875 -5.20092 0.177
O 5.58772 5.24909 -3.09643 0.063
H 6.48517 5.15794 -0.47861 0.084
H 5.76379 6.72881 -0.09711 0.088
H 4.74106 5.38634 -0.65337 0.096
H 6.93013 6.62018 -2.38587 0.155
H 5.31624 8.40899 -2.57430 0.133
H 3.96290 7.30837 -2.18689 0.139
C -8.72067 -6.79394 6.11120 -0.017
C -8.08665 -7.50104 7.27894 -0.315
C -8.98212 -7.73646 8.48498 -0.087
O -8.06385 -7.65610 9.58195 0.066
C -7.00639 -6.90699 9.19431 -0.566
O -6.15234 -6.50077 9.91511 0.164
O -7.05813 -6.67970 7.86548 0.058
H -8.03357 -6.72940 5.27027 0.089
H -9.61262 -7.33693 5.79400 0.091
H -9.00317 -5.78053 6.39651 0.097
H -7.61021 -8.43561 6.96971 0.159
H -9.47031 -8.70657 8.49848 0.136
H -9.72381 -6.94077 8.59055 0.139
```

Computed properties:
Total charge: -1
HOMO-LUMO gap in eV: 5.2
LUMO level in eV: 1.5
Energy in eV: -229243.040
HOMO level in eV: -3.7

***

5.
ORCA calculation (ωB97M-V/def2-TZVPD) on a molecular structure, C19H31BrN2O2S2SiTc.

The geometry in XYZ format:
```
59
Properties=species:S:1:pos:R:3:lowdin_charge:R:1
Tc -0.64907 1.85098 3.27065 1.120
S -2.39319 0.42375 3.93325 0.649
C -3.00145 1.14962 2.46272 -1.078
N -2.18522 2.08200 1.99446 -0.222
C -2.63280 2.66249 0.80405 -0.302
C -2.01633 3.66326 0.06648 -0.010
C -2.65652 4.09227 -1.07982 -0.038
C -3.88006 3.54197 -1.47821 -0.037
C -4.49841 2.54975 -0.74123 -0.050
C -3.85509 2.11254 0.41123 -0.437
S -4.38657 0.87243 1.53061 1.165
H -1.07609 4.09632 0.38277 0.123
H -2.20837 4.87402 -1.67755 0.124
H -4.35755 3.90729 -2.37686 0.125
H -5.44819 2.13407 -1.04852 0.127
O -2.01521 3.10860 6.56459 0.291
N -0.96850 3.36370 6.46251 0.283
O -0.31109 2.82158 4.64476 -0.541
C -1.64321 -0.44243 -0.71858 -0.101
C -0.28583 -0.38643 -1.43887 -0.610
C -0.08322 1.06022 -1.91857 -0.090
C -0.37442 -1.29475 -2.68453 -0.060
Si 1.15359 -1.01629 -0.35984 0.809
Br 0.86240 0.62702 1.69599 0.431
C 0.90261 -2.65489 0.57533 -0.623
C 1.86859 -2.82587 1.76237 -0.097
C -0.52519 -2.81479 1.12637 -0.092
C 1.16302 -3.80777 -0.41904 -0.062
C 2.92168 -0.48942 -0.81575 -0.626
C 3.30042 -1.27194 -2.09313 -0.062
C 3.95111 -0.82997 0.27691 -0.089
C 3.05740 1.01375 -1.12011 -0.097
H -2.37594 0.08226 -1.33805 0.093
H -1.61982 0.04843 0.25694 0.027
H -2.00723 -1.45603 -0.58136 0.071
H -1.00125 1.38244 -2.41678 0.092
H 0.71887 1.15205 -2.64452 0.074
H 0.11132 1.75714 -1.10114 0.058
H -1.19493 -0.93639 -3.31182 0.104
H -0.58985 -2.33380 -2.43449 0.076
H 0.53019 -1.26567 -3.29136 0.077
H 1.82852 -1.99829 2.47206 0.051
H 2.89871 -2.96185 1.45054 0.066
H 1.57947 -3.73103 2.30074 0.097
H -0.84651 -1.96623 1.73569 0.055
H -0.54186 -3.69966 1.76604 0.098
H -1.25881 -2.98072 0.34176 0.073
H 2.18843 -3.82114 -0.78789 0.077
H 0.48691 -3.79557 -1.27432 0.074
H 0.99931 -4.75074 0.10862 0.105
H 3.30100 -2.35166 -1.94459 0.076
H 4.31709 -0.98456 -2.37275 0.107
H 2.65623 -1.03666 -2.94072 0.075
H 4.12106 -1.89844 0.37154 0.073
H 3.69042 -0.43100 1.25852 0.068
H 4.90460 -0.38314 -0.01157 0.098
H 2.57655 1.29833 -2.05075 0.066
H 4.12012 1.23660 -1.23394 0.097
H 2.67817 1.65228 -0.32082 0.050
```

Computed properties:
Total charge: +2
HOMO-LUMO gap (spin up / spin down) in eV: 6.4 / 6.4
LUMO level (spin up / spin down) in eV: -8.4 / -8.5
Energy in eV: -129053.342
HOMO level (spin up / spin down) in eV: -14.8 / -14.9
Spin multiplicity: 4
⟨S²⟩: 3.791

***

6.
ORCA calculation (ωB97M-V/def2-TZVPD) on 2 unconnected molecules or ions with the total composition C3H9NO2S in a non-equilibrium geometry.

The geometry in XYZ format:
```
16
Properties=species:S:1:pos:R:3:lowdin_charge:R:1
O 0.17482 -2.78656 -0.56576 0.024
C -0.02343 -1.61349 -0.35229 -0.355
N 0.66781 -0.92051 0.61703 0.000
C 0.41064 0.51653 0.81218 -0.271
C 1.76921 1.29813 0.89407 -0.557
S 1.57485 2.94986 0.19584 0.704
H -0.80261 -1.07326 -0.92146 0.113
H 0.94091 -1.45146 1.42782 0.138
H -0.09080 0.62594 1.79339 0.114
H -0.30284 0.72033 0.00624 0.101
H 2.43962 0.76025 0.24973 0.058
H 1.97265 1.24938 1.97065 0.076
H 0.64834 3.30393 1.06853 -0.156
H -3.16410 -1.47966 -1.70172 0.025
H -3.49270 -0.88290 -2.99027 0.045
O -2.72237 -1.21652 -2.50396 -0.057
```

Computed properties:
Total charge: 0
HOMO-LUMO gap in eV: 9.8
LUMO level in eV: 0.6
Energy in eV: -19676.778
HOMO level in eV: -9.2
SMILES: O=CNCCS.O

***

7.
ORCA calculation (ωB97M-V/def2-TZVPD) on a molecular structure, C40H33CoN5O6PS.

The geometry in XYZ format:
```
87
Properties=species:S:1:pos:R:3:lowdin_charge:R:1
Co -1.39243 -0.21857 -0.61621 0.586
N -5.83846 1.36392 -9.70701 0.142
C -5.34993 1.22722 -8.67531 -0.192
C -4.72993 1.05529 -7.39458 -0.239
C -5.49140 0.73755 -6.27094 -0.019
C -4.87988 0.57027 -5.04375 -0.015
C -3.49502 0.69111 -4.90217 -0.153
C -2.74434 1.00295 -6.03659 -0.019
C -3.34863 1.19170 -7.26381 -0.022
C -2.85473 0.44145 -3.59268 -0.031
C -3.31108 1.13030 -2.47560 -0.229
C -4.33081 2.12707 -2.44192 -0.036
C -4.42042 2.53735 -1.14021 -0.061
C -3.44042 1.81270 -0.42365 -0.095
N -2.75938 0.98966 -1.20782 0.027
C -1.92102 -0.60495 -3.49910 -0.233
C -1.47231 -1.44035 -4.55258 -0.037
C -0.87235 -2.52895 -3.95732 -0.075
C -0.98045 -2.32697 -2.57116 -0.122
N -1.58035 -1.17151 -2.28056 0.026
H -6.56054 0.60678 -6.37304 0.118
H -5.47005 0.29103 -4.18213 0.126
H -1.67428 1.13219 -5.93824 0.127
H -2.75923 1.44701 -8.13468 0.118
H -4.90478 2.48572 -3.28042 0.099
H -5.08873 3.27691 -0.72728 0.092
H -3.20456 1.92850 0.61434 0.081
H -1.58668 -1.26165 -5.60878 0.093
H -0.42772 -3.38262 -4.44565 0.086
H -0.69860 -3.02230 -1.79813 0.105
O -2.19710 0.31961 3.10155 -0.332
S -1.34735 1.32358 2.45778 0.472
O -1.95034 2.63634 2.37474 -0.323
O -0.80247 0.82568 1.18088 -0.372
C -0.02669 1.61925 3.66689 -0.231
C -0.57969 2.21342 4.80701 -0.074
C 0.20853 2.57028 5.87861 -0.079
C 1.57319 2.33215 5.82578 -0.086
C 2.12679 1.74081 4.70919 -0.107
C 1.35371 1.37402 3.59818 -0.318
P 2.16052 0.43007 2.21406 1.173
C 2.32745 -1.11049 3.25388 -0.338
C 3.50792 -1.64138 3.76650 -0.099
C 3.49042 -2.80543 4.52675 -0.099
C 2.29487 -3.45037 4.79613 -0.101
C 1.11197 -2.92680 4.29371 -0.071
C 1.12953 -1.77678 3.52425 -0.091
C 3.84976 1.17335 2.20157 -0.374
C 4.95146 0.43602 1.76069 -0.126
C 6.18511 1.03655 1.54857 -0.095
C 6.33922 2.40145 1.73879 -0.105
C 5.24203 3.15900 2.12481 -0.090
C 4.01177 2.55633 2.33924 -0.103
H -1.64646 2.39082 4.81888 0.109
H -0.23211 3.03709 6.75109 0.101
H 2.20929 2.59930 6.66161 0.099
H 3.18847 1.53895 4.70083 0.103
H 4.45440 -1.14934 3.59925 0.079
H 4.42200 -3.20755 4.90887 0.095
H 2.28409 -4.35820 5.38733 0.095
H 0.16847 -3.42262 4.48629 0.108
H 0.19706 -1.40138 3.12423 0.103
H 4.83681 -0.62284 1.56601 0.094
H 7.02785 0.43688 1.22526 0.098
H 7.29905 2.87275 1.56767 0.095
H 5.34281 4.22999 2.25730 0.100
H 3.16474 3.16979 2.61933 0.106
C 3.26947 -0.06340 -1.82952 -0.027
N 2.38938 -0.95520 -1.09760 -0.057
C 2.79396 -2.18133 -0.64953 -0.081
C 1.96756 -2.98762 0.02845 0.003
C 0.57553 -2.58717 0.25801 -0.524
O -0.22359 -3.34456 0.80180 0.005
N 0.21980 -1.35044 -0.21866 0.093
C 1.07320 -0.56196 -0.89644 -0.570
O 0.67724 0.51213 -1.37155 0.020
H 4.30052 -0.37228 -1.66597 0.081
H 3.12612 0.95235 -1.46869 0.090
H 3.04578 -0.07791 -2.89771 0.092
H 3.81527 -2.45275 -0.88687 0.119
H 2.28208 -3.95401 0.39271 0.106
C -3.30670 -2.55553 0.92484 -0.122
O -3.04066 -1.17677 0.69087 -0.156
H -4.14021 -2.66486 1.62693 0.078
H -2.42760 -3.07410 1.30177 0.056
H -3.58623 -2.99764 -0.03205 0.081
H -2.89948 -0.74609 1.55267 0.043
```

Computed properties:
Total charge: -1
HOMO-LUMO gap (spin up / spin down) in eV: 6.5 / 6.5
LUMO level (spin up / spin down) in eV: 1.6 / 1.6
Energy in eV: -119506.194
HOMO level (spin up / spin down) in eV: -4.9 / -4.9
Spin multiplicity: 2
⟨S²⟩: 0.763

***

8.
ORCA calculation (ωB97M-V/def2-TZVPD) on C2H2F2Si in the gas phase in a non-equilibrium geometry.

The geometry in XYZ format:
```
7
Properties=species:S:1:pos:R:3:lowdin_charge:R:1
C -0.21665 0.73255 0.31986 -0.231
C -0.02317 -0.50479 0.74984 -0.175
F 0.78728 1.05896 3.36081 -0.331
F -1.96025 0.65133 2.89019 -0.065
Si -0.63828 0.69961 2.05869 0.726
H 0.12112 1.30371 -0.51764 0.059
H 0.15642 -1.28563 0.14905 0.019
```

Computed properties:
Total charge: 0
HOMO-LUMO gap (spin up / spin down) in eV: 5.3 / 7.6
LUMO level (spin up / spin down) in eV: -0.6 / -3.6
Energy in eV: -15414.079
HOMO level (spin up / spin down) in eV: -5.9 / -11.2
Spin multiplicity: 3
⟨S²⟩: 2.007

***

Q: Number 7 is which compound?
A: C40H33CoN5O6PS

***

Q: What is the energy in the seventh record?
A: -119506.194 eV